Below is a 2-piece molecular cluster, C2F8N overall at a distorted geometry, with properties calculated with ωB97M-V with the def2-TZVPD basis set.

Structure (XYZ):
```
11
Properties=species:S:1:pos:R:3:forces:R:3:nbo_charge:R:1
N 1.571 0.129 0.261 0.6 0.8 -1.3 0.372
F -2.743 1.026 -0.562 -0.6 -0.1 0.2 -0.253
F 1.074 -1.965 0.091 0.7 0.5 -0.9 -0.178
F 1.340 -0.836 -1.779 0.5 0.3 1.0 -0.155
F -1.209 -0.511 -0.622 -0.5 0.0 -0.1 -0.369
F -2.162 -0.072 1.233 -1.5 -0.8 1.8 -0.257
C -1.830 0.450 0.138 2.9 0.7 -1.8 1.235
C 1.396 -0.879 -0.515 -1.6 -1.5 0.1 1.037
F -0.821 1.332 0.393 -0.5 0.2 -0.1 -0.353
F 1.816 1.343 -0.180 0.1 -0.3 0.3 -0.043
F 1.569 -0.016 1.543 0.0 0.3 0.8 -0.037
```
Positions in Å, forces in eV/Å.

As for the charge: +1. The value obtained for the HOMO energy is -18.8 eV. The energy relative to the best compared isomer or geometry (same formula, charge and spin) is 0.0 kJ/mol. The total energy is -929.3987 Eh. The HOMO-LUMO gap is 13.00 eV.

---

Below is C2FLiO2Yb as an isolated structure at a distorted geometry, with properties calculated with ωB97M-V with the def2-TZVPD basis set.

Structure (XYZ):
```
7
Properties=species:S:1:pos:R:3:forces:R:3:nbo_charge:R:1
C 0.347 -0.414 -0.261 0.5 0.6 1.5 0.410
F -0.492 -0.687 -1.397 -0.4 0.3 -0.2 -0.464
Li -1.876 0.814 -1.137 0.7 -0.1 0.6 0.948
Yb 1.755 -0.458 1.965 -1.1 0.2 -1.7 1.322
O 1.353 -1.240 -0.130 0.4 -0.4 0.3 -0.927
O -1.055 1.405 0.367 -0.2 -0.3 -0.2 -1.002
C -0.033 0.581 0.593 0.1 -0.3 -0.3 -0.285
```
Positions in Å, forces in eV/Å.

The value obtained for the HOMO energy (alpha / beta) is -5.2 / -5.2 eV. The total energy is -1492.6920 Eh. The HOMO-LUMO gap (alpha / beta) is 4.32 / 4.32 eV.

---

Below is a 2-piece molecular cluster, C2FN3 overall at a distorted geometry, with properties calculated with ωB97M-V with the def2-TZVPD basis set.

Structure (XYZ):
```
6
Properties=species:S:1:pos:R:3:forces:R:3:nbo_charge:R:1
F 2.771 -0.582 0.385 -0.6 -0.3 -0.4 -0.236
N -1.933 -1.064 0.563 0.0 -1.2 0.7 -0.113
N 0.997 1.008 0.186 -1.0 0.3 -0.4 -0.398
C 1.739 0.138 0.183 1.7 0.1 0.8 0.636
N -1.757 0.736 -1.017 0.1 0.8 -1.1 -0.072
C -1.817 -0.237 -0.301 -0.2 0.5 0.3 0.183
```
Positions in Å, forces in eV/Å.

The value obtained for the HOMO energy (alpha / beta) is -11.2 / -11.2 eV. The energy relative to the best compared isomer or geometry (same formula, charge and spin) is 244.0 kJ/mol. The total energy is -340.1525 Eh. The HOMO-LUMO gap (alpha / beta) is 8.27 / 8.22 eV.

---

Below is one molecule with the formula C2FN5 at a distorted geometry, with properties calculated with ωB97M-V with the def2-TZVPD basis set.

Structure (XYZ):
```
8
Properties=species:S:1:pos:R:3:forces:R:3:nbo_charge:R:1
N 1.921 0.277 -0.030 -1.1 0.0 0.0 -0.313
N -0.190 -0.267 0.044 -5.3 3.9 -0.9 -0.251
C -1.789 -0.006 -0.094 8.2 -2.0 0.8 0.431
C 0.716 0.753 -0.032 0.5 0.8 0.5 0.685
N 1.709 -1.089 0.001 1.7 0.6 -0.1 -0.018
N 0.502 -1.383 0.018 -1.6 -2.6 0.0 -0.022
N -2.902 0.127 0.029 -2.4 0.4 0.0 -0.257
F 0.384 2.029 0.028 0.0 -1.0 -0.2 -0.255
```
Positions in Å, forces in eV/Å.

The value obtained for the HOMO energy is -11.9 eV. The energy relative to the best compared isomer or geometry (same formula, charge and spin) is 0.0 kJ/mol. The total energy is -449.7219 Eh. The HOMO-LUMO gap is 11.34 eV. As for the SMILES: N#Cn1nnnc1F.

---

Below is C2FNO5PtS as an isolated structure at a distorted geometry, with properties calculated with ωB97M-V with the def2-TZVPD basis set.

Structure (XYZ):
```
11
Properties=species:S:1:pos:R:3:forces:R:3:nbo_charge:R:1
C -1.851 0.603 -0.540 -0.4 0.7 0.0 0.651
N 2.090 0.395 0.829 2.8 4.2 1.9 -0.901
C -2.008 -0.891 -0.901 -0.8 -0.2 -0.3 0.656
O -3.061 -1.335 -1.369 0.6 0.3 0.3 -0.688
O 4.150 1.537 1.800 -1.4 0.9 -0.3 -1.014
S 2.718 1.753 1.331 -0.2 -4.7 -1.0 1.121
O -0.958 -1.578 -0.665 0.4 -0.9 0.0 -0.727
O -2.767 1.408 -0.705 0.3 -0.3 0.0 -0.681
O -0.694 0.913 -0.063 0.2 0.5 0.2 -0.717
Pt 0.648 -0.588 0.113 -2.0 -0.1 -0.7 1.015
F 1.733 -2.218 0.169 0.4 -0.2 0.1 -0.715
```
Positions in Å, forces in eV/Å.

As for the charge: -2. The value obtained for the HOMO energy is -1.1 eV. The total energy is -1124.6069 Eh. The HOMO-LUMO gap is 6.62 eV.

---

Below is a 2-piece molecular cluster, C2H10B3NO4 overall at a distorted geometry, with properties calculated with ωB97M-V with the def2-TZVPD basis set.

Structure (XYZ):
```
20
Properties=species:S:1:pos:R:3:forces:R:3:nbo_charge:R:1
H 1.393 0.773 -0.859 0.0 0.0 0.0 0.187
O -1.305 1.560 -1.071 0.8 -0.3 0.2 -0.903
C 1.717 0.348 0.090 -0.1 0.0 0.1 -0.069
H -2.981 -2.469 0.365 0.1 0.0 0.0 0.385
O -2.563 0.759 0.773 1.0 -0.4 0.4 -0.890
H -0.774 -0.015 -2.577 -0.2 0.2 -0.2 -0.105
H 1.310 -1.328 1.012 0.0 0.0 -0.1 0.463
B -1.507 0.348 -1.714 -0.5 0.3 -0.1 0.995
H 3.550 -0.198 1.095 0.0 0.0 0.0 0.199
B -2.593 -0.488 0.149 -0.4 0.5 -0.1 1.256
B -1.554 1.566 0.290 -0.5 0.1 -0.2 0.994
H 1.347 0.997 0.890 0.1 0.1 0.0 0.161
O 1.059 -0.921 0.175 0.0 0.0 0.1 -0.736
O -2.521 -0.457 -1.249 0.5 -0.7 0.1 -0.903
H -1.643 -1.993 1.135 -0.1 0.2 0.4 0.400
H 3.685 1.223 0.054 0.0 0.0 0.0 0.219
H -0.845 2.160 1.039 -0.2 0.3 -0.1 -0.111
C 3.226 0.238 0.147 0.0 -0.1 0.0 -0.635
H 3.593 -0.397 -0.660 0.0 0.0 0.0 0.215
N -2.593 -1.707 0.915 -0.3 -0.2 -0.5 -1.121
```
Positions in Å, forces in eV/Å.

The value obtained for the HOMO energy is -10.4 eV. The total energy is -512.7475 Eh. The HOMO-LUMO gap is 10.92 eV. As for the SMILES: NB1OBOBO1.CCO.